{"formula": "C46H97BBr2Cl2INO15P", "method": "ωB97M-V/def2-TZVPD", "spin_multiplicity": 1, "lumo_ev": -3.62, "total_charge": 1, "homo_energy_ev": -11.3204, "relative_energy_ev": 0.000, "symbols": ["C", "C", "C", "Br", "C", "C", "C", "B", "C", "O", "P", "O", "Cl", "O", "C", "Br", "I", "C", "C", "C", "O", "C", "C", "C", "C", "C", "C", "N", "O", "C", "C", "O", "Cl", "H", "H", "H", "H", "H", "H", "H", "H", "H", "H", "H", "H", "H", "H", "H", "H", "H", "H", "H", "H", "H", "H", "H", "H", "H", "C", "C", "C", "O", "H", "H", "H", "H", "H", "H", "H", "H", "C", "C", "C", "O", "H", "H", "H", "H", "H", "H", "H", "H", "C", "C", "C", "O", "H", "H", "H", "H", "H", "H", "H", "H", "C", "C", "C", "O", "H", "H", "H", "H", "H", "H", "H", "H", "C", "C", "C", "O", "H", "H", "H", "H", "H", "H", "H", "H", "C", "C", "C", "O", "H", "H", "H", "H", "H", "H", "H", "H", "C", "C", "C", "O", "H", "H", "H", "H", "H", "H", "H", "H", "C", "C", "C", "O", "H", "H", "H", "H", "H", "H", "H", "H", "C", "C", "C", "O", "H", "H", "H", "H", "H", "H", "H", "H"], "positions_angstrom": [[2.912, 1.589, 5.803], [3.729, 1.737, 4.519], [4.578, 0.580, 3.956], [5.750, -0.026, 5.363], [3.987, -0.580, 3.040], [5.156, -1.002, 2.135], [3.488, -1.882, 3.762], [4.575, -3.096, 3.993], [4.176, -4.589, 3.783], [5.855, -2.813, 4.393], [2.721, -1.543, 5.516], [1.178, -1.364, 5.111], [2.707, -3.454, 6.289], [2.373, -2.534, 3.069], [2.136, -2.407, 1.744], [0.300, -3.075, 1.587], [3.219, -3.833, 0.451], [2.342, -0.997, 1.128], [1.231, -0.502, 0.204], [-0.193, 0.023, 0.523], [-0.777, 0.342, -0.484], [-0.920, 0.221, 1.822], [-1.854, -0.679, 2.315], [-2.580, -0.387, 3.460], [-2.377, 0.805, 4.136], [-1.472, 1.733, 3.634], [-0.756, 1.442, 2.481], [2.872, 0.027, 2.124], [1.752, 0.268, 2.940], [3.394, 1.191, 1.314], [2.678, 2.546, 1.211], [3.139, 3.487, 1.776], [1.362, 2.740, 0.126], [2.801, 2.570, 6.257], [1.901, 1.231, 5.603], [3.352, 0.907, 6.520], [3.099, 2.187, 3.767], [4.469, 2.513, 4.712], [5.301, 1.080, 3.319], [6.021, -1.167, 2.767], [5.457, -0.208, 1.451], [4.936, -1.874, 1.525], [4.586, -4.961, 2.845], [3.119, -4.809, 3.862], [4.662, -5.182, 4.560], [6.078, -3.283, 5.204], [0.940, -1.679, 4.226], [3.186, -1.150, 0.461], [1.063, -1.349, -0.461], [1.637, 0.251, -0.469], [-2.045, -1.606, 1.797], [-3.299, -1.091, 3.855], [-2.930, 1.026, 5.036], [-1.338, 2.688, 4.119], [-0.093, 2.198, 2.088], [1.698, 1.205, 3.189], [4.381, 1.469, 1.647], [3.542, 0.845, 0.293], [-4.775, 2.739, -0.451], [-3.446, 3.354, -0.045], [-2.328, 2.933, -0.983], [-3.117, 2.988, 1.300], [-4.713, 1.648, -0.414], [-5.565, 3.050, 0.233], [-5.056, 3.034, -1.463], [-3.537, 4.440, -0.043], [-2.200, 1.850, -0.958], [-1.383, 3.384, -0.675], [-2.536, 3.232, -2.011], [-3.035, 2.027, 1.322], [-1.492, -6.438, -2.149], [-0.110, -6.786, -1.620], [-0.181, -7.406, -0.233], [0.724, -5.624, -1.599], [-1.975, -5.707, -1.494], [-1.420, -5.997, -3.143], [-2.129, -7.320, -2.205], [0.379, -7.479, -2.305], [-0.628, -6.700, 0.474], [0.818, -7.650, 0.129], [-0.782, -8.315, -0.234], [0.317, -4.989, -0.999], [2.300, -9.484, 3.154], [3.637, -8.796, 3.377], [4.690, -9.768, 3.884], [3.488, -7.702, 4.286], [1.927, -9.899, 4.095], [1.559, -8.773, 2.788], [2.387, -10.297, 2.433], [3.975, -8.347, 2.442], [4.384, -10.191, 4.844], [5.642, -9.258, 4.034], [4.842, -10.589, 3.182], [3.189, -8.061, 5.129], [-1.125, 1.489, -4.333], [0.386, 1.614, -4.286], [1.063, 0.375, -4.849], [0.838, 1.854, -2.944], [-1.457, 0.642, -3.723], [-1.594, 2.385, -3.928], [-1.478, 1.340, -5.353], [0.699, 2.489, -4.856], [0.792, -0.505, -4.257], [2.149, 0.479, -4.816], [0.762, 0.198, -5.882], [0.575, 1.091, -2.415], [-4.090, 0.560, -9.099], [-2.760, 1.099, -8.605], [-1.615, 0.672, -9.510], [-2.512, 0.673, -7.260], [-4.080, -0.534, -9.102], [-4.900, 0.880, -8.443], [-4.310, 0.911, -10.105], [-2.803, 2.188, -8.560], [-1.534, -0.419, -9.527], [-0.667, 1.069, -9.145], [-1.767, 1.019, -10.532], [-2.472, -0.289, -7.263], [-4.135, -3.428, 6.677], [-3.641, -4.519, 5.740], [-2.368, -5.167, 6.261], [-3.430, -3.992, 4.430], [-3.382, -2.639, 6.765], [-5.048, -2.976, 6.290], [-4.337, -3.821, 7.673], [-4.415, -5.278, 5.620], [-1.570, -4.421, 6.339], [-2.028, -5.947, 5.579], [-2.522, -5.608, 7.246], [-2.745, -3.317, 4.472], [5.212, 5.482, 3.913], [6.113, 5.224, 2.715], [5.641, 5.979, 1.484], [6.182, 3.818, 2.441], [4.194, 5.146, 3.697], [5.570, 4.933, 4.786], [5.176, 6.542, 4.162], [7.134, 5.519, 2.956], [4.633, 5.656, 1.207], [6.299, 5.782, 0.638], [5.618, 7.053, 1.664], [5.285, 3.543, 2.220], [-7.287, 4.834, -10.774], [-6.611, 3.828, -9.856], [-6.038, 4.497, -8.616], [-5.585, 3.122, -10.557], [-6.563, 5.579, -11.116], [-7.693, 4.336, -11.654], [-8.097, 5.354, -10.263], [-7.331, 3.065, -9.558], [-5.279, 5.232, -8.900], [-5.561, 3.759, -7.969], [-6.814, 5.009, -8.046], [-4.927, 3.766, -10.840], [-2.627, 6.799, -2.004], [-3.646, 7.816, -2.496], [-3.522, 9.138, -1.755], [-4.968, 7.296, -2.364], [-2.786, 6.583, -0.943], [-2.733, 5.861, -2.550], [-1.606, 7.163, -2.131], [-3.504, 7.983, -3.564], [-3.706, 8.991, -0.687], [-4.257, 9.852, -2.124], [-2.527, 9.570, -1.875], [-5.131, 7.140, -1.428]], "atomic_forces_ev_per_a": [[-0.45, -0.06, -0.29], [0.23, 0.03, 0.78], [-0.58, 0.35, -0.41], [0.09, 0.04, 0.16], [1.25, -0.31, 0.34], [-0.11, 0.67, -0.46], [-0.38, -0.35, -0.07], [0.21, -0.31, -0.11], [-0.02, 0.14, 0.55], [-0.57, 0.48, 0.35], [0.05, 0.23, -0.02], [-0.17, 0.25, 0.01], [0.11, -0.20, 0.00], [0.15, 0.75, 0.06], [-0.43, -0.51, -0.04], [-0.15, 0.04, 0.12], [0.09, 0.12, -0.10], [0.39, -0.48, -0.45], [0.15, 0.07, 0.26], [-0.31, -0.20, -0.30], [0.08, -0.31, -0.19], [0.39, 0.33, 0.48], [-0.17, -0.14, -0.18], [0.11, 0.14, 0.27], [0.17, 0.15, -0.11], [0.01, -0.28, -0.10], [-0.12, -0.04, 0.33], [-0.55, -0.44, 0.34], [-0.09, 0.12, -0.21], [0.31, 0.34, -0.71], [-0.14, 0.19, 0.24], [0.04, 0.07, 0.20], [0.06, -0.05, -0.30], [0.07, 0.09, 0.08], [-0.04, -0.12, 0.02], [0.20, 0.13, 0.09], [-0.07, 0.14, -0.45], [0.13, 0.02, -0.08], [0.08, -0.01, -0.17], [-0.01, -0.32, 0.09], [0.02, 0.06, -0.04], [0.09, -0.23, 0.17], [-0.05, -0.02, -0.10], [-0.13, -0.11, -0.34], [0.09, -0.09, 0.03], [0.43, -0.41, -0.29], [-0.08, -0.26, 0.04], [0.14, 0.23, 0.00], [-0.09, -0.10, -0.03], [0.05, 0.06, 0.06], [-0.03, -0.04, -0.07], [-0.10, -0.12, -0.14], [-0.08, 0.00, 0.06], [-0.02, 0.08, 0.03], [-0.07, 0.03, -0.06], [0.16, 0.00, 0.09], [0.08, -0.09, 0.46], [-0.15, -0.14, -0.02], [-0.06, 0.05, 0.11], [-0.02, -0.28, -0.16], [-0.03, 0.06, 0.02], [-0.01, 0.21, -0.02], [0.03, -0.01, -0.06], [-0.01, 0.02, -0.01], [0.01, -0.01, -0.01], [0.02, 0.02, 0.13], [-0.15, 0.17, -0.08], [0.00, 0.08, -0.04], [-0.01, 0.05, 0.00], [-0.04, 0.00, 0.00], [0.06, 0.06, -0.11], [-0.24, 0.05, 0.21], [0.14, 0.00, 0.01], [0.12, -0.02, -0.07], [-0.02, -0.04, 0.05], [0.01, -0.02, -0.01], [-0.01, 0.00, 0.02], [0.07, 0.04, -0.03], [-0.06, -0.01, -0.02], [0.01, -0.02, -0.02], [-0.02, 0.00, 0.00], [-0.01, 0.00, 0.02], [-0.06, 0.12, -0.05], [-0.09, -0.25, 0.17], [0.09, 0.10, 0.01], [0.04, 0.10, -0.09], [0.03, -0.05, 0.00], [0.01, 0.00, -0.02], [0.01, -0.02, 0.01], [0.01, 0.08, 0.01], [-0.04, -0.04, -0.02], [0.00, 0.00, -0.02], [-0.01, -0.01, 0.00], [-0.01, -0.02, 0.01], [-0.04, 0.11, 0.08], [-0.13, -0.29, 0.00], [0.15, 0.05, 0.03], [0.22, 0.06, 0.13], [0.04, -0.03, -0.02], [0.02, 0.02, -0.02], [0.00, 0.00, 0.02], [0.05, 0.05, 0.07], [-0.07, -0.01, -0.03], [0.00, 0.02, -0.03], [-0.03, -0.01, 0.00], [-0.27, 0.02, -0.05], [-0.07, -0.04, 0.12], [-0.02, -0.30, -0.18], [0.11, 0.08, 0.09], [0.04, 0.13, -0.01], [0.07, 0.00, -0.04], [-0.01, 0.05, -0.02], [-0.03, 0.01, 0.00], [0.01, 0.02, 0.09], [-0.05, -0.01, -0.05], [-0.01, 0.02, -0.01], [-0.01, -0.01, -0.01], [-0.04, -0.02, -0.01], [-0.11, 0.04, -0.09], [0.28, 0.21, 0.27], [0.01, -0.08, -0.12], [-0.14, -0.04, -0.31], [0.04, -0.03, 0.04], [-0.02, -0.02, 0.00], [0.02, 0.00, 0.01], [-0.02, 0.00, -0.08], [-0.02, 0.03, 0.06], [-0.02, -0.02, 0.00], [0.00, 0.01, 0.01], [0.06, -0.04, 0.17], [0.04, -0.13, 0.08], [-0.21, 0.14, 0.00], [0.04, -0.09, -0.11], [0.01, -0.25, 0.04], [-0.01, 0.07, -0.04], [0.04, 0.03, 0.01], [0.00, 0.01, -0.01], [0.04, -0.07, 0.00], [0.00, 0.06, 0.06], [0.03, 0.02, 0.01], [-0.01, 0.01, 0.01], [-0.05, 0.19, 0.00], [-0.03, -0.09, -0.09], [0.10, 0.30, 0.01], [0.04, -0.12, 0.05], [-0.04, -0.09, 0.01], [0.00, 0.04, 0.05], [-0.02, -0.01, 0.01], [0.01, 0.01, 0.01], [0.03, -0.07, -0.03], [-0.04, 0.05, -0.02], [-0.02, -0.01, 0.00], [0.00, 0.02, -0.01], [-0.01, 0.02, -0.03], [-0.01, -0.13, -0.10], [0.05, 0.03, 0.35], [-0.06, 0.05, -0.07], [0.03, -0.04, -0.17], [0.03, 0.08, 0.03], [0.01, 0.01, -0.03], [0.00, 0.01, 0.01], [-0.08, -0.03, -0.04], [0.05, -0.02, 0.01], [0.01, 0.00, -0.02], [0.01, -0.01, 0.01], [-0.03, 0.02, 0.01]], "mulliken_charge": [-1.789, 0.152, -1.432, 0.075, 1.749, -1.779, -1.324, 1.199, -0.984, -0.703, 0.282, -0.382, -0.275, -0.003, -0.781, 0.115, 0.138, -0.270, -2.434, -1.261, -0.737, 2.151, -0.234, -1.413, -0.861, -1.194, -0.248, 1.010, 0.519, -0.160, -0.772, -0.348, 0.285, 0.527, 0.239, 0.357, 0.101, 0.517, 1.064, 0.908, 0.231, 0.091, 0.198, 0.324, 0.368, 0.332, 0.259, 1.076, 0.840, 0.831, 0.900, 0.852, 0.552, 0.570, 0.474, -0.134, 0.559, 0.770, -1.533, 0.517, -0.752, -0.495, 0.326, 0.387, 0.404, 0.165, 0.370, -0.041, 0.385, 0.265, -1.205, 0.343, -1.028, -0.435, 0.240, 0.325, 0.392, 0.321, 0.187, 0.244, 0.415, 0.207, -1.278, 0.519, -1.388, -0.424, 0.389, 0.257, 0.379, 0.228, 0.353, 0.330, 0.388, 0.278, -0.597, 0.362, -1.294, -0.421, 0.243, -0.044, 0.247, 0.351, 0.276, 0.329, 0.363, 0.131, -1.234, 0.461, -1.385, -0.491, 0.428, 0.275, 0.314, 0.221, 0.340, 0.332, 0.386, 0.292, -1.203, 0.435, -1.156, -0.481, 0.225, 0.310, 0.422, 0.328, 0.202, 0.287, 0.415, 0.220, -1.074, 0.356, -1.149, -0.578, 0.128, 0.257, 0.464, 0.390, 0.201, 0.312, 0.407, 0.248, -1.347, 0.427, -1.205, -0.482, 0.357, 0.322, 0.379, 0.253, 0.337, 0.245, 0.392, 0.334, -1.060, 0.333, -1.272, -0.544, 0.237, 0.223, 0.424, 0.303, 0.330, 0.332, 0.353, 0.347]}